32
Properties=species:S:1:pos:R:3:forces:R:3:mulliken_charge:R:1 method="wB97M-V/def2-TZVPD" e_tot_ha=-897.0361 homo_ha=-0.3095 total_charge=0 lumo_ev=0.59 smiles="Cc1ccc(C(=O)Nc2ccc(CC(=O)O)cc2)o1" de_lowest_kcal_mol=3.96
C 2.5392 3.4224 3.1905 0.2 -0.3 -0.1 -1.219
C 1.8591 2.2249 2.6340 -0.8 0.4 0.1 0.539
C 0.5320 1.9358 2.4616 0.5 0.2 0.1 -0.842
C 0.4777 0.6570 1.8728 0.8 -0.4 -0.1 0.114
C 1.7811 0.2505 1.7193 -1.0 0.0 0.2 0.122
C 2.3662 -1.0362 1.3109 0.2 -0.1 0.2 0.171
O 3.3952 -1.4741 1.7845 0.1 0.1 0.0 -0.648
N 1.6362 -1.7894 0.4283 0.1 -0.5 0.0 -0.073
C 0.6222 -1.4149 -0.4576 -0.4 0.2 -0.4 0.011
C 0.6035 -0.1646 -1.0717 0.1 -0.1 -0.1 -0.055
C -0.4084 0.1602 -1.9530 0.0 -0.1 0.0 -0.558
C -1.4065 -0.7559 -2.2616 0.1 -0.1 -0.1 0.575
C -2.5279 -0.3770 -3.1958 -0.1 0.1 0.2 -1.180
C -3.5917 0.2868 -2.3499 0.0 0.3 -0.2 0.679
O -3.6374 1.4537 -2.0747 0.1 0.2 0.0 -0.571
O -4.4802 -0.6024 -1.8904 -0.4 -0.6 0.1 -0.447
C -1.3743 -2.0093 -1.6652 0.1 0.1 -0.1 -0.600
C -0.3683 -2.3400 -0.7779 0.1 0.1 0.2 -0.666
O 2.6117 1.2052 2.1967 0.5 0.0 0.0 -0.368
H 3.1517 3.1433 4.0467 0.0 0.0 0.1 0.303
H 3.1952 3.8667 2.4431 0.0 0.1 0.0 0.298
H 1.8008 4.1554 3.5003 0.0 0.0 0.0 0.327
H -0.2993 2.5577 2.7232 -0.1 0.2 0.1 0.445
H -0.4027 0.1091 1.6058 -0.1 -0.2 -0.1 0.559
H 1.9475 -2.7512 0.3666 0.1 0.2 0.1 0.256
H 1.3852 0.5476 -0.8606 0.0 0.1 0.0 0.514
H -0.4207 1.1360 -2.4142 0.0 0.1 -0.1 0.399
H -2.1783 0.3339 -3.9434 -0.1 0.0 0.0 0.393
H -2.9494 -1.2613 -3.6711 0.1 0.0 -0.1 0.400
H -5.1291 -0.1709 -1.3124 0.2 0.2 -0.1 0.345
H -2.1433 -2.7318 -1.8948 -0.1 -0.1 0.0 0.364
H -0.3484 -3.3190 -0.3219 0.0 -0.1 0.1 0.411


81
Properties=species:S:1:pos:R:3:forces:R:3:mulliken_charge:R:1 method="wB97M-V/def2-TZVPD" e_tot_ha=-2241.5752 homo_ha=-0.3413 total_charge=0 lumo_ev=-0.66 smiles="C#CC(=O)O[C@H](S)OCCOCC.CCOC(C)=O.CCOC(C)=O.CCOC(C)=O.CCOC(C)=O" de_lowest_kcal_mol=228.46
C 3.8142 0.7514 2.6382 2.3 -6.9 -6.5 -0.299
C 4.2650 -0.2608 1.7383 -1.5 6.7 5.2 0.105
C 5.2040 -1.2797 0.8608 0.0 -6.1 2.4 0.448
O 5.2599 -2.5769 1.2733 -0.5 8.8 -2.9 -0.533
O 5.9568 -0.9538 -0.3596 -1.5 1.3 3.8 -0.277
C 6.5964 0.3688 -0.2918 0.4 0.7 -2.6 0.108
S 7.6235 0.6322 1.2709 -0.4 -0.2 0.2 -0.265
O 5.6572 1.5026 -0.5712 1.6 -2.6 -0.1 -0.345
C 5.2297 1.4929 -1.9790 -1.6 0.4 -1.3 -0.187
C 3.8925 0.5890 -2.2899 0.3 0.5 -1.2 -0.387
O 2.7336 1.2399 -1.6575 0.4 -2.6 0.0 -0.305
C 1.6102 0.3080 -1.4595 -1.2 0.8 0.8 -0.234
C 0.8387 0.7491 -0.0628 -0.4 -0.1 0.7 -0.589
H 3.1412 1.5296 3.2441 1.9 -2.3 -1.7 0.336
H 7.3799 0.4012 -1.1919 -1.9 -0.5 1.9 0.305
H 7.9616 -0.6251 1.8398 -0.9 1.1 -1.4 0.182
H 4.9400 2.6168 -2.2586 0.7 -2.8 1.0 0.232
H 6.0533 1.1744 -2.7473 -1.3 0.5 1.8 0.214
H 4.0054 -0.5549 -2.0453 -0.2 2.3 0.0 0.281
H 3.6990 0.6440 -3.4666 0.7 -0.1 2.3 0.244
H 1.9462 -0.8055 -1.3291 -0.5 2.1 -0.5 0.228
H 0.8480 0.4524 -2.3596 1.7 -0.6 1.8 0.279
H 1.2006 1.7944 0.3585 -0.6 -2.2 -1.2 0.232
H 1.0530 -0.0343 0.8089 -0.4 1.6 -2.0 0.093
H -0.3449 0.8217 -0.1931 2.6 -0.2 0.1 0.163
C -1.5985 -2.1429 2.4895 0.2 0.0 -0.2 -1.031
C -3.0027 -1.7199 2.8735 0.2 -0.1 -0.2 -0.249
O -3.3170 -0.4256 2.3265 -0.4 0.5 0.4 -0.388
C -3.7744 -0.2125 1.0745 -0.2 1.2 -0.9 0.738
C -3.7122 -1.3326 0.0763 -0.5 -0.3 0.1 -0.083
O -4.1648 0.9032 0.7356 0.7 -1.7 1.1 -0.616
H -1.4867 -2.2383 1.4062 -0.1 -0.1 0.1 0.268
H -1.3457 -3.1030 2.9485 0.0 0.1 0.0 0.392
H -0.8704 -1.3930 2.8163 -0.2 -0.1 0.1 0.280
H -3.7593 -2.4584 2.5930 0.1 0.1 -0.1 0.310
H -3.0600 -1.6183 3.9620 -0.1 0.3 -0.2 0.280
H -2.8032 -1.2314 -0.5203 -0.1 0.0 0.1 0.175
H -4.5863 -1.2608 -0.5788 0.5 0.1 0.1 -0.238
H -3.7478 -2.3244 0.5229 0.2 0.0 0.0 0.225
C -7.5902 2.3132 -3.7212 0.2 0.1 0.1 -0.936
C -8.0665 0.8777 -3.8237 0.0 0.3 0.1 -0.413
O -7.0203 -0.0386 -3.4507 0.2 -0.6 0.0 -0.341
C -6.7332 -0.3996 -2.1821 1.1 -0.8 0.4 0.761
C -7.3384 0.3783 -1.0491 -0.6 -0.2 0.3 -0.959
O -5.9289 -1.3024 -1.9584 -1.6 1.4 -1.1 -0.677
H -7.3114 2.5749 -2.6971 -0.1 0.0 -0.1 0.270
H -8.3709 3.0034 -4.0535 0.1 -0.1 0.0 0.351
H -6.6987 2.4653 -4.3388 -0.2 -0.1 0.0 0.298
H -8.9760 0.6908 -3.2454 0.2 0.0 0.1 0.364
H -8.3140 0.6571 -4.8670 0.2 -0.2 0.2 0.294
H -6.6280 1.1376 -0.7157 0.0 -0.1 0.0 0.233
H -7.5436 -0.3133 -0.2257 0.3 0.2 -0.1 0.301
H -8.2884 0.8490 -1.2946 0.1 0.1 -0.1 0.381
C 10.7234 3.1828 -3.5855 0.0 0.1 0.2 -0.964
C 9.7582 2.8872 -4.7165 0.2 0.1 0.2 -0.422
O 8.4354 2.6305 -4.2090 -0.5 -0.3 -0.2 -0.387
C 7.5303 3.5859 -3.9086 -1.5 -0.1 0.6 0.863
C 7.9802 5.0165 -3.8314 0.0 0.4 -0.6 -1.126
O 6.3727 3.2808 -3.6278 2.6 0.5 -1.2 -0.569
H 10.4343 4.0792 -3.0306 0.1 0.0 -0.1 0.273
H 11.7367 3.3273 -3.9711 -0.1 0.0 0.0 0.367
H 10.7340 2.3571 -2.8663 0.0 0.1 -0.2 0.282
H 9.7409 3.6747 -5.4755 -0.1 0.0 0.2 0.388
H 10.0765 1.9732 -5.2280 -0.4 0.1 0.1 0.319
H 8.2005 5.2675 -2.7918 0.0 0.0 -0.1 0.259
H 7.1682 5.6544 -4.1947 0.0 -0.2 0.3 0.340
H 8.8448 5.2415 -4.4530 0.1 -0.1 0.2 0.349
C -7.2631 -3.0931 6.4636 -0.1 -0.2 0.0 -1.065
C -5.8466 -2.6633 6.1363 -0.2 -0.1 0.0 -0.149
O -4.8929 -3.6299 6.6151 0.5 0.1 0.1 -0.356
C -4.5308 -4.7459 5.9476 1.3 -1.3 0.7 0.770
C -5.3409 -5.1786 4.7595 0.2 0.2 -0.7 -0.906
O -3.5988 -5.4387 6.3520 -1.7 1.6 -0.5 -0.589
H -7.5217 -4.0378 5.9780 0.0 0.1 0.0 0.275
H -7.9808 -2.3325 6.1433 0.1 -0.1 0.0 0.358
H -7.3750 -3.2521 7.5413 0.1 0.1 -0.2 0.302
H -5.7003 -2.4625 5.0711 0.0 -0.1 0.1 0.132
H -5.6277 -1.7268 6.6593 0.2 -0.3 0.0 0.371
H -6.0743 -5.9225 5.0772 0.1 0.1 0.0 0.277
H -4.6644 -5.6263 4.0244 -0.1 -0.1 0.3 0.280
H -5.8467 -4.3614 4.2488 -0.2 0.0 0.1 0.310


8
Properties=species:S:1:pos:R:3:forces:R:3:mulliken_charge:R:1 method="wB97M-V/def2-TZVPD" e_tot_ha=-394.9736 homo_ha="-0.1438 / -0.1438" total_charge=-1 lumo_ev="4.09 / 4.09" de_lowest_kcal_mol=15.50
C 0.1637 -0.2374 -0.7033 3.3 -0.7 -0.3 0.733
N -0.4002 0.7707 1.5795 -1.0 0.6 3.5 0.063
O -0.6632 -0.7891 0.0064 -1.6 0.5 0.8 -0.625
O 0.8753 0.7887 -0.6820 -1.7 1.4 1.0 -0.709
O 0.6370 -0.9970 -1.7365 1.9 -4.6 -2.9 -0.546
O -1.2886 1.1015 2.4086 1.7 -0.4 -2.7 -0.441
H -0.3554 1.3071 0.6828 -0.7 0.3 0.4 0.240
H 1.0314 -1.9444 -1.5555 -1.9 3.0 0.1 0.286